No. 1
The following is a DFT calculation (ωB97M-V/def2-TZVPD) of a molecular structure, C25H27CeN8O4S3.

```
68
Properties=species:S:1:pos:R:3
Ce -0.75130 -0.47333 0.83896
C 2.55741 1.04705 4.08203
C 1.78079 0.85431 2.81525
N 1.42258 -0.29065 2.35530
N 1.80944 -1.40643 3.03937
C 1.48486 -2.65834 2.63469
N 1.89030 -3.64795 3.41531
S 0.68217 -2.98587 1.18854
C 1.34008 2.05341 2.06481
C 2.02339 3.25514 2.17298
C 1.51681 4.38468 1.54422
C 0.31447 4.28490 0.86696
C -0.29254 3.04293 0.77969
N 0.21996 1.93858 1.32600
H 2.14060 0.44406 4.89301
H 2.51723 2.07992 4.40807
H 3.60590 0.76310 3.95150
H 2.23050 -1.29326 3.95257
H 2.38802 -3.50345 4.28173
H 1.66305 -4.59477 3.15062
H 2.94563 3.32417 2.73238
H 2.04207 5.32817 1.60878
H -0.14361 5.15208 0.41245
H -1.23529 2.93296 0.26062
S 1.81552 3.25080 -5.82787
N 2.60847 2.23330 -4.87335
C 1.76621 1.84503 -3.93455
C 2.05426 0.92891 -2.86089
C 3.30016 0.30793 -2.71794
C 3.49253 -0.55261 -1.66319
C 2.44374 -0.76417 -0.77402
N 1.24946 -0.18806 -0.88722
C 1.03980 0.64730 -1.93356
C -0.29357 1.21728 -2.09955
N -1.25344 0.84003 -1.22464
C -2.49232 1.30611 -1.38265
C -2.84929 2.19318 -2.38956
C -1.88190 2.60223 -3.28016
C -0.57965 2.10156 -3.15039
C 0.47805 2.43051 -4.06873
N 0.38274 3.24259 -5.10499
H 4.07793 0.51649 -3.44172
H 4.43410 -1.06249 -1.51686
H 2.56954 -1.44080 0.05875
H -3.23642 0.94835 -0.67580
H -3.86930 2.54208 -2.46740
H -2.10196 3.29009 -4.08712
C -3.72907 -0.83754 3.92792
S -2.45826 -0.58765 2.73576
O -1.19721 -1.26420 3.10702
O -2.15133 0.82716 2.49903
O -2.86141 -1.15181 1.42024
H -3.61524 -0.09259 4.71397
H -3.62516 -1.84707 4.32371
H -4.67784 -0.72062 3.40432
C -1.45790 -3.56451 -2.88550
C -2.48138 -4.08035 -1.87099
C -2.65446 -2.89430 -0.93617
O -1.39072 -2.14146 -0.99849
C -0.52806 -2.75231 -2.00593
H -1.93882 -2.92384 -3.62565
H -0.93057 -4.36327 -3.40076
H -2.08336 -4.93971 -1.33097
H -3.42452 -4.36587 -2.32968
H -2.84165 -3.19038 0.09220
H -3.45256 -2.22756 -1.26712
H 0.20285 -3.39444 -1.50881
H -0.01050 -1.95477 -2.53661
```

Results
Energy   -3376.80925 Ha
LUMO level (spin up / spin down)   -0.4153 / -0.4153 Eh
F_max   4.72 eV Å⁻¹
HOMO (spin up / spin down)   -16.54 / -16.54 eV
Relative energy (zero: lowest compared OMol25 entry of this formula, charge and spin)   0.332 eV
Orbital gap (spin up / spin down)   0.1927 / 0.1927 hartree
Charge   +3

No. 2
The following is a DFT calculation (ωB97M-V/def2-TZVPD) of C17H24N2O3S in the gas phase.

```
47
Properties=species:S:1:pos:R:3
C -3.82708 -2.53875 -1.48790
C -3.75610 -2.30364 0.01568
C -3.94964 -0.83872 0.42035
N -2.86838 0.01657 -0.02706
C -3.04219 0.76298 -1.25841
C -1.75826 0.77360 -2.08690
C -2.00129 1.35782 -3.47341
S -2.02465 0.86367 1.14801
O -2.36064 0.31669 2.43230
O -2.17192 2.28044 0.95520
C -0.32554 0.42322 0.79639
C 0.61018 1.42768 0.61665
C 1.93290 1.10238 0.35066
C 2.23394 -0.24767 0.27399
C 1.30741 -1.26501 0.48378
C -0.00155 -0.92548 0.74933
C 2.00978 -2.58962 0.36034
C 3.49402 -2.20037 0.18307
N 3.49095 -0.75072 0.02082
C 4.52493 0.00427 -0.43461
O 5.62474 -0.45743 -0.64507
C 4.14116 1.44819 -0.73811
C 3.08548 2.04945 0.19412
H -3.02168 -2.01621 -1.99571
H -4.77740 -2.18830 -1.88534
H -3.73842 -3.60073 -1.70696
H -2.79199 -2.64877 0.39181
H -4.53493 -2.88769 0.51032
H -3.96380 -0.77530 1.51023
H -4.90979 -0.47003 0.04163
H -3.84557 0.30064 -1.83392
H -3.32758 1.79572 -1.02406
H -1.37885 -0.24737 -2.17244
H -1.00494 1.36443 -1.56558
H -2.37610 2.37516 -3.39372
H -1.07746 1.37514 -4.04621
H -2.73231 0.76424 -4.01836
H 0.28323 2.45289 0.69177
H -0.77004 -1.65854 0.92838
H 1.85877 -3.20707 1.24531
H 1.63531 -3.14457 -0.50207
H 3.95709 -2.66128 -0.69188
H 4.09130 -2.46555 1.06030
H 5.05283 2.04589 -0.72852
H 3.75984 1.44365 -1.76486
H 2.74992 3.01216 -0.19332
H 3.52615 2.22636 1.18098
```

Results
Energy   -1395.63395 Ha
LUMO level   0.0189 Eh
F_max   1.04 eV Å⁻¹
HOMO   -8.47 eV
Relative energy (zero: lowest compared OMol25 entry of this formula, charge and spin)   0.974 eV
Orbital gap   0.3302 hartree
SMILES string   CCCN(CCC)S(=O)(=O)c1cc2c3c(c1)CCN3C(=O)CC2

No. 3
The following is a DFT calculation (ωB97M-V/def2-TZVPD) of 4 unconnected molecules or ions with the total composition C3H14O3S.

```
21
Properties=species:S:1:pos:R:3
C 0.80081 -1.18998 -2.10348
C 0.13238 -0.45103 -0.88825
S 0.93510 -0.77045 0.72762
C -0.35337 -0.02990 1.74479
H 0.91977 -0.51463 -2.93415
H 1.80672 -1.38278 -1.71897
H 0.32464 -2.15979 -2.19800
H 0.15097 0.62196 -1.09491
H -0.91114 -0.70614 -0.78173
H -0.42725 -0.55958 2.69701
H -1.31938 0.02188 1.23381
H -0.24963 1.01029 2.07166
O -1.44570 -3.20386 -0.27268
H -0.59609 -2.81547 0.02521
H -1.18993 -4.01910 -0.70903
O -1.54337 2.97414 -0.61767
H -1.72759 3.86968 -0.29524
H -1.03799 3.04089 -1.43397
O 1.04566 2.86553 0.76206
H 0.71288 1.94444 0.80608
H 0.31155 3.34328 0.36427
```

Results
Energy   -746.57458 Ha
LUMO level   0.0148 Eh
F_max   2.97 eV Å⁻¹
HOMO   -8.89 eV
Relative energy (zero: lowest compared OMol25 entry of this formula, charge and spin)   0.906 eV
Orbital gap   0.3417 hartree
SMILES string   CCSC.O.O.O

No. 4
The following is a DFT calculation (ωB97M-V/def2-TZVPD) of 11 unconnected molecules or ions with the total composition H22O11.

```
33
Properties=species:S:1:pos:R:3
O -14.60881 -16.21232 -15.14111
H -14.93608 -16.38561 -16.02378
H -14.40785 -15.27645 -15.13911
O -15.16180 -11.84215 -17.54429
H -15.38860 -11.43418 -16.70861
H -14.46323 -12.45979 -17.32806
O -12.42982 -15.75234 -16.95334
H -11.74936 -16.33492 -16.61598
H -12.62838 -16.09465 -17.82490
O -13.34028 -13.83664 -15.57773
H -13.05974 -14.54998 -16.15103
H -12.54596 -13.32472 -15.42531
O -13.62926 -13.95686 -12.45205
H -13.48826 -14.64101 -13.10650
H -12.96225 -13.29825 -12.64584
O -12.34074 -11.57508 -13.04847
H -12.32232 -11.27388 -13.95686
H -11.41899 -11.64390 -12.79972
O -12.37429 -10.51139 -15.59516
H -11.72051 -10.18679 -16.21438
H -13.01207 -9.80106 -15.52521
O -10.10276 -15.89222 -15.21859
H -9.17944 -16.13528 -15.28659
H -10.22602 -15.22615 -15.89489
O -15.99343 -13.05119 -13.69880
H -15.06553 -12.97636 -13.92159
H -16.01563 -13.00054 -12.74320
O -12.32212 -16.65902 -13.51908
H -13.12843 -16.58516 -14.02961
H -11.63307 -16.36491 -14.11483
O -12.63806 -13.45630 -19.56916
H -12.45313 -14.23634 -19.04612
H -13.59121 -13.44634 -19.65650
```

Results
Energy   -840.82695 Ha
LUMO level (spin up / spin down)   0.0897 / 0.0860 Eh
F_max   1.74 eV Å⁻¹
HOMO (spin up / spin down)   -0.28 / -7.41 eV
2S+1   2
Relative energy (zero: lowest compared OMol25 entry of this formula, charge and spin)   0.698 eV
Orbital gap (spin up / spin down)   0.0998 / 0.3585 hartree
Charge   -1

No. 5
The following is a DFT calculation (ωB97M-V/def2-TZVPD) of C4H3NS in the gas phase.

```
9
Properties=species:S:1:pos:R:3
N 0.61699 0.18260 3.21483
C 0.39598 0.35707 2.10038
C 0.04940 0.49807 0.68721
C 0.03842 -0.53282 -0.21298
C -0.25071 -0.35887 -1.64546
S -0.39533 1.11169 -2.32909
H -0.34512 1.48641 0.36480
H 0.23506 -1.53372 0.08425
H -0.34468 -1.21043 -2.26394
```

Results
Energy   -607.09954 Ha
LUMO level   -0.0677 Eh
F_max   2.37 eV Å⁻¹
HOMO   -9.43 eV
Relative energy (zero: lowest compared OMol25 entry of this formula, charge and spin)   0.230 eV
Orbital gap   0.2789 hartree
SMILES string   N#C/C=C/C=S

No. 6
The following is a DFT calculation (ωB97M-V/def2-TZVPD) of 2 unconnected molecules or ions with the total composition C20H19O8S2.

```
49
Properties=species:S:1:pos:R:3
C 1.32626 -5.53262 -0.26583
C 1.86382 -4.64747 -1.20582
C 1.88006 -3.27446 -0.95274
C 1.34967 -2.79523 0.24165
S 1.39799 -1.02519 0.57692
C -0.28176 -0.33729 0.38845
C -0.57204 0.80094 1.04574
S -1.34669 -0.92251 -0.95916
C -2.57522 -2.07065 -0.30506
C -2.38373 -3.44387 -0.45950
C -3.32770 -4.33824 0.05229
C -4.48887 -3.86049 0.66669
C -4.70784 -2.48038 0.74879
C -3.75757 -1.58221 0.25673
O -2.06029 0.23553 -1.43799
O -0.52036 -1.70657 -1.85218
O 1.74481 -0.88302 1.97227
O 2.20243 -0.41393 -0.45547
C 0.87774 -3.67060 1.22038
C 0.83439 -5.03960 0.94844
H 1.29257 -6.60541 -0.47602
H 2.27146 -5.01788 -2.14787
H 2.29666 -2.57500 -1.67486
H -1.51285 1.30466 0.85154
H 0.10221 1.15031 1.82320
H -1.49919 -3.81428 -0.97359
H -3.15069 -5.41056 -0.04088
H -5.22227 -4.56070 1.07652
H -5.62568 -2.09974 1.19627
H -3.92936 -0.50827 0.29795
H 0.53193 -3.27516 2.17442
H 0.42018 -5.72231 1.69300
C 1.47313 6.99812 -0.80874
C 1.62094 5.54105 -0.33028
C 2.76516 5.40539 0.66469
O 0.36989 5.16877 0.26969
C 0.13185 3.80000 0.48668
O -0.78882 3.53074 1.24105
C 0.95530 2.89710 -0.23379
C 1.70601 3.35622 -1.35838
O 2.17479 2.64556 -2.22569
O 1.86592 4.74259 -1.50211
H 0.67556 7.07080 -1.55637
H 1.22746 7.64926 0.03541
H 2.40921 7.33884 -1.26207
H 2.89474 4.35926 0.96601
H 3.68860 5.76880 0.19861
H 2.55290 6.02020 1.54691
H 0.84725 1.82953 -0.15592
```

Results
Energy   -2171.83222 Ha
LUMO level   0.0819 Eh
F_max   1.84 eV Å⁻¹
HOMO   -3.85 eV
Orbital gap   0.2233 hartree
Charge   -1